15
Properties=species:S:1:pos:R:3:forces:R:3 method="wB97M-V/def2-TZVPD" charge=0 largest_force_ev_per_a=4.9 e_lumo_ha="-0.019 / -0.042" e_above_lowest_kj_mol=445.9
C 0.37324 -1.42735 0.51928 1.3083 -1.2730 -1.8190
C 0.36083 -0.19019 -0.19948 2.4288 4.2430 0.0578
C 1.54228 0.26591 -1.08363 -0.9530 0.9385 0.1738
C -0.15750 0.92321 0.66591 1.5739 1.6338 0.6008
N -0.49510 -1.12708 -0.62663 -3.0815 -1.9670 -0.6287
O -3.99665 0.72319 -0.24003 -0.3659 0.8928 -0.4280
P -3.38659 -0.45888 0.35352 0.5643 -1.0725 0.2810
H 1.13334 -2.09271 0.15836 0.3096 -0.7942 0.5217
H 0.04081 -1.47371 1.50789 -0.6657 -0.2755 1.2446
H 1.73869 -0.41740 -1.89649 0.2539 -0.3777 0.0216
H 2.33030 0.30735 -0.33374 0.5834 0.2166 -0.5600
H 1.35968 1.28273 -1.55622 0.1727 -1.1489 0.7701
H -0.83689 0.48071 1.34311 -0.4257 -0.2550 1.3201
H -0.72344 1.71022 0.22633 -0.4408 0.5020 -1.1586
H 0.71699 1.49401 1.16182 -1.2623 -1.2630 -0.3974